Record 1
The following is a DFT calculation (the ωB97M-V functional and the def2-TZVPD basis) of a 4-piece molecular cluster, C8H12F2N2O10 overall in a non-equilibrium geometry.

Computed properties:
Energy above the lowest of the compared OMol25 structures with the same formula, charge and spin, kcal per mole: 10.20
Net charge: 0
LUMO energy, Eh: -0.019
HOMO energy, Ha: -0.4029
Kohn-Sham gap, hartree: 0.38428
2S+1: 1

Cartesian coordinates (Å):
C -4.390 3.946 -0.110
N -3.099 3.610 0.635
O -2.836 4.238 1.697
O -2.414 2.714 0.173
H -4.059 4.464 -1.010
H -5.051 4.618 0.438
H -4.945 3.058 -0.413
C 0.576 4.181 4.565
N 0.946 3.143 3.600
O 2.065 3.032 3.210
O 0.053 2.417 3.171
H -0.333 4.690 4.246
H 1.390 4.875 4.772
H 0.237 3.589 5.415
C -0.055 1.102 -0.641
C -0.235 0.131 0.563
O 0.325 -1.030 0.047
C 1.154 -0.772 -0.987
O 1.897 -1.611 -1.606
O 1.067 0.545 -1.281
F -1.443 -0.088 1.050
H 0.095 2.099 -0.228
H -0.917 1.097 -1.309
H 0.322 0.550 1.402
C 0.996 -5.240 -2.835
C 2.265 -5.016 -1.888
O 3.295 -5.489 -2.701
C 2.761 -6.201 -3.762
O 3.465 -6.850 -4.419
O 1.467 -5.836 -3.978
F 2.093 -5.726 -0.764
H 0.469 -4.366 -3.220
H 0.265 -5.842 -2.296
H 2.572 -4.032 -1.536



Record 2
The following is a DFT calculation (the ωB97M-V functional and the def2-TZVPD basis) of an isolated ion of composition C25H33N4O3 and charge +1 in a non-equilibrium geometry.

Computed properties:
Energy above the lowest of the compared OMol25 structures with the same formula, charge and spin, kcal per mole: 20.54
Net charge: +1
LUMO energy, Eh: -0.145
HOMO energy, Ha: -0.4021
Kohn-Sham gap, hartree: 0.25749
2S+1: 1

Cartesian coordinates (Å):
C -1.552 4.659 0.458
N -1.535 3.219 0.524
C -2.706 2.465 0.525
O -3.846 2.929 0.546
C -2.317 0.971 0.500
C -2.936 0.238 -0.671
C -4.432 0.100 -0.514
C -5.295 0.485 -1.557
C -6.677 0.466 -1.356
C -7.212 0.014 -0.147
C -6.348 -0.426 0.881
C -4.964 -0.405 0.665
N -0.858 1.089 0.480
C -0.056 0.011 0.407
C 1.279 0.040 0.089
C 2.038 -1.182 0.477
C 3.593 -0.952 0.265
C 4.172 0.206 -0.255
C 5.571 0.375 -0.407
N 6.101 1.707 -0.432
O 7.329 1.902 -0.316
O 5.285 2.676 -0.463
C 6.424 -0.740 -0.159
C 5.827 -1.902 0.287
C 4.432 -2.014 0.573
C -0.333 2.438 0.267
C 0.169 2.707 -1.210
C 0.790 2.809 1.282
H -2.583 4.995 0.567
H -0.933 5.080 1.255
H -1.142 5.017 -0.491
H -2.676 0.531 1.454
H -2.731 0.759 -1.616
H -2.484 -0.754 -0.746
H -4.868 0.842 -2.496
H -7.347 0.812 -2.156
H -8.290 0.008 0.018
H -6.745 -0.777 1.834
H -4.275 -0.747 1.455
H -0.538 -0.954 0.687
H 1.798 0.970 -0.277
H 1.705 -1.525 1.559
H 3.603 1.138 -0.458
H 7.487 -0.601 -0.346
H 6.469 -2.767 0.390
H 4.047 -2.998 0.902
H -0.634 2.527 -1.945
H 0.465 3.760 -1.286
H 1.033 2.109 -1.513
H 0.388 2.728 2.304
H 1.646 2.127 1.216
H 1.142 3.832 1.089
C 1.909 -4.817 -0.559
C 1.150 -3.756 0.268
C -0.353 -3.803 0.392
N 1.618 -2.450 -0.373
H 1.757 -5.911 -0.332
H 1.702 -4.706 -1.649
H 3.012 -4.599 -0.490
H 1.555 -3.717 1.246
H -0.724 -4.775 0.763
H -0.703 -3.035 1.122
H -0.870 -3.601 -0.554
H 0.950 -2.208 -1.148
H 2.518 -2.618 -0.825



Record 3
The following is a DFT calculation (the ωB97M-V functional and the def2-TZVPD basis) of an isolated ion of composition C15H25N2 and charge +1 in a non-equilibrium geometry.

Computed properties:
Energy above the lowest of the compared OMol25 structures with the same formula, charge and spin, kcal per mole: 3.98
Net charge: +1
LUMO energy, Eh: -0.090
HOMO energy, Ha: -0.4043
Kohn-Sham gap, hartree: 0.31385
2S+1: 1

Cartesian coordinates (Å):
C -0.334 -1.028 -4.349
N -0.525 0.079 -3.441
C -0.417 1.425 -3.964
C -0.754 -0.167 -2.149
C -0.880 0.787 -1.169
C -0.918 0.435 0.350
C -1.462 1.726 1.090
C -2.638 1.576 1.802
C -3.190 2.670 2.451
C -2.602 3.926 2.332
C -1.433 4.087 1.573
C -0.869 2.981 0.912
H -0.275 -0.634 -5.360
H 0.573 -1.594 -4.143
H -1.172 -1.717 -4.290
H -0.258 1.334 -5.042
H -1.341 1.985 -3.788
H 0.417 1.984 -3.526
H -0.812 -1.233 -1.863
H -1.004 1.835 -1.475
H -1.593 -0.448 0.520
H -3.092 0.594 1.816
H -4.121 2.536 2.983
H -3.033 4.785 2.838
H -0.998 5.084 1.430
H 0.022 3.117 0.271
C 3.583 -3.861 2.359
C 2.577 -3.275 1.370
C 1.850 -1.991 1.815
C 0.902 -1.440 0.691
N 0.351 -0.060 0.946
H 4.011 -4.773 1.929
H 4.406 -3.165 2.561
H 3.106 -4.126 3.311
H 3.092 -3.051 0.432
H 1.820 -4.029 1.135
H 1.314 -2.181 2.772
H 2.599 -1.197 2.029
H 1.536 -1.331 -0.186
H 0.170 -2.208 0.446
H 0.349 0.020 1.998
H 1.043 0.541 0.584



Record 4
The following is a DFT calculation (the ωB97M-V functional and the def2-TZVPD basis) of C29H82Cl10O30P6 as an isolated structure in a non-equilibrium geometry.

Computed properties:
Net charge: 0
LUMO energy, Eh: -0.005
HOMO energy, Ha: -0.3549
Kohn-Sham gap, hartree: 0.34949
2S+1: 1

Cartesian coordinates (Å):
C 29.382 -22.326 -24.486
O 28.422 -21.726 -23.598
P 28.941 -21.237 -22.152
O 29.587 -19.937 -22.144
O 27.591 -21.209 -21.287
C 27.677 -20.608 -20.000
O 29.814 -22.433 -21.535
C 29.248 -23.708 -21.134
H 30.386 -21.988 -24.224
H 29.238 -21.975 -25.509
H 29.220 -23.402 -24.472
H 28.450 -21.083 -19.394
H 26.730 -20.655 -19.469
H 27.937 -19.552 -20.093
H 29.597 -23.877 -20.117
H 29.734 -24.418 -21.800
H 28.165 -23.702 -21.189
C 23.321 -32.328 -22.409
O 24.536 -31.602 -22.134
P 24.729 -30.684 -20.839
O 25.333 -31.340 -19.668
O 23.230 -30.155 -20.502
C 23.022 -29.717 -19.141
O 25.524 -29.401 -21.405
C 24.741 -28.536 -22.258
H 23.530 -33.390 -22.406
H 22.916 -31.933 -23.339
H 22.547 -32.009 -21.710
H 23.908 -29.595 -18.531
H 22.227 -30.291 -18.668
H 22.594 -28.724 -19.330
H 25.330 -28.379 -23.164
H 24.670 -27.554 -21.798
H 23.794 -28.950 -22.593
C 17.447 -30.031 -25.972
O 18.633 -30.436 -25.279
P 19.451 -29.363 -24.398
O 18.834 -28.020 -24.534
O 20.985 -29.447 -24.818
C 21.355 -28.880 -26.065
O 19.487 -30.032 -22.967
C 18.300 -30.386 -22.265
H 17.292 -30.811 -26.715
H 17.557 -29.044 -26.410
H 16.554 -30.031 -25.344
H 21.795 -29.683 -26.661
H 22.149 -28.136 -25.998
H 20.546 -28.369 -26.589
H 17.348 -30.092 -22.719
H 18.198 -29.887 -21.299
H 18.377 -31.469 -22.195
C 28.228 -27.229 -23.464
O 28.035 -25.840 -23.798
P 26.556 -25.225 -23.622
O 26.368 -23.914 -24.263
O 25.457 -26.298 -24.043
C 25.021 -26.373 -25.371
O 26.416 -25.210 -22.041
C 25.207 -24.698 -21.475
H 28.718 -27.670 -24.332
H 27.292 -27.783 -23.357
H 28.785 -27.431 -22.552
H 24.959 -27.395 -25.747
H 25.694 -25.963 -26.144
H 24.168 -25.752 -25.645
H 25.185 -23.614 -21.349
H 25.082 -25.098 -20.475
H 24.369 -25.050 -22.080
C 28.925 -21.329 -28.621
O 29.063 -20.264 -27.682
P 27.780 -19.700 -26.931
O 26.682 -19.161 -27.755
O 27.366 -21.046 -26.133
C 26.230 -21.132 -25.281
O 28.317 -18.611 -25.890
C 28.931 -19.042 -24.668
H 27.897 -21.457 -28.952
H 29.337 -22.237 -28.179
H 29.605 -21.135 -29.451
H 25.506 -21.840 -25.688
H 25.823 -20.165 -24.991
H 26.586 -21.642 -24.378
H 28.812 -20.103 -24.449
H 28.631 -18.397 -23.848
H 30.018 -18.962 -24.796
C 23.832 -22.047 -22.792
O 23.915 -21.611 -21.436
P 23.332 -20.153 -21.053
O 23.218 -19.890 -19.611
O 24.307 -19.167 -21.860
C 25.680 -19.454 -22.107
O 21.951 -20.075 -21.863
C 21.374 -18.795 -22.201
H 23.297 -22.992 -22.854
H 24.834 -22.235 -23.187
H 23.376 -21.307 -23.450
H 25.824 -19.390 -23.189
H 26.048 -20.421 -21.771
H 26.292 -18.653 -21.690
H 22.058 -17.946 -22.243
H 20.631 -18.659 -21.414
H 20.975 -18.899 -23.209
C 30.714 -29.355 -21.999
C 29.304 -29.626 -21.497
O 28.324 -29.532 -22.515
O 30.786 -28.162 -22.783
H 30.970 -30.225 -22.602
H 31.364 -29.270 -21.125
H 29.091 -29.000 -20.633
H 29.282 -30.613 -21.017
H 27.459 -29.394 -22.111
H 31.213 -28.463 -23.598
C 30.106 -31.985 -24.324
C 29.008 -31.121 -24.951
O 29.715 -30.222 -25.878
O 31.247 -31.253 -23.948
H 30.329 -32.723 -25.112
H 29.756 -32.611 -23.504
H 28.657 -30.391 -24.222
H 28.324 -31.717 -25.547
H 29.068 -29.804 -26.450
H 31.455 -30.718 -24.731
C 23.201 -25.605 -29.905
C 23.486 -26.296 -28.552
O 22.880 -27.572 -28.590
O 21.809 -25.557 -30.131
H 23.732 -26.172 -30.672
H 23.696 -24.630 -29.968
H 22.945 -25.660 -27.841
H 24.557 -26.320 -28.360
H 22.217 -27.585 -29.289
H 21.437 -24.911 -29.521
C 20.731 -25.746 -23.032
Cl 21.984 -26.027 -24.200
Cl 21.394 -24.727 -21.700
H 19.842 -25.325 -23.492
H 20.358 -26.682 -22.625
C 26.299 -27.944 -18.244
Cl 27.867 -27.362 -18.856
Cl 25.006 -26.912 -18.842
H 26.193 -28.989 -18.525
H 26.343 -27.908 -17.159
C 31.225 -26.971 -26.083
Cl 30.760 -25.226 -25.978
Cl 32.048 -27.443 -24.586
H 30.290 -27.490 -25.898
H 31.637 -27.286 -27.031
C 27.968 -26.153 -28.013
Cl 29.471 -26.579 -28.819
Cl 27.575 -24.458 -28.144
H 27.162 -26.749 -28.441
H 27.911 -26.397 -26.952
C 24.638 -23.097 -16.766
Cl 24.808 -23.383 -18.499
Cl 25.866 -24.003 -15.859
H 24.690 -22.026 -16.596
H 23.669 -23.422 -16.402



Record 5
The following is a DFT calculation (the ωB97M-V functional and the def2-TZVPD basis) of one molecule with the formula C5H6F2O in a non-equilibrium geometry.

Computed properties:
Energy above the lowest of the compared OMol25 structures with the same formula, charge and spin, kcal per mole: 24.80
Net charge: 0
LUMO energy, Eh: 0.031
HOMO energy, Ha: -0.3540
Kohn-Sham gap, hartree: 0.38505
2S+1: 1

Cartesian coordinates (Å):
C 1.152 0.189 0.487
C 0.694 1.084 -0.674
C -1.217 0.605 0.521
C -1.155 -0.855 0.229
C -0.145 -0.250 1.111
H 1.755 0.759 1.166
H 1.232 2.002 -0.742
H 0.707 0.573 -1.651
H -2.008 1.022 1.143
H -1.887 -1.485 0.727
H -0.168 -0.531 2.177
O -0.641 1.485 -0.393
F 1.916 -0.848 -0.020
F -0.859 -1.247 -1.061



Record 6
The following is a DFT calculation (the ωB97M-V functional and the def2-TZVPD basis) of a 2-piece molecular cluster, C3H10N2 overall in a non-equilibrium geometry.

Computed properties:
Energy above the lowest of the compared OMol25 structures with the same formula, charge and spin, kcal per mole: 58.25
Net charge: -1
LUMO energy (spin up / spin down), Eh: 0.126 / 0.122
HOMO energy (spin up / spin down), Ha: 0.0416 / -0.1375
Kohn-Sham gap (spin up / spin down), hartree: 0.08457 / 0.25957
<S²>: 0.75
2S+1: 2

Cartesian coordinates (Å):
C 0.803 -3.847 0.360
N -0.358 -3.808 0.999
H 0.939 -3.545 -0.714
H 1.541 -4.547 0.710
H -1.151 -3.532 0.307
C 0.855 2.840 -0.943
C 0.072 1.827 -0.069
N -1.374 2.271 -0.014
H 0.353 3.438 -1.669
H 1.797 2.312 -1.296
H 1.442 3.611 -0.185
H 0.273 1.517 0.930
H -0.086 0.829 -0.638
H -1.501 3.240 0.495
H -1.864 2.509 -0.919



Record 7
The following is a DFT calculation (the ωB97M-V functional and the def2-TZVPD basis) of a 3-piece molecular cluster, CH5O4 overall in a non-equilibrium geometry.

Computed properties:
Energy above the lowest of the compared OMol25 structures with the same formula, charge and spin, kcal per mole: 14.64
Net charge: -1
LUMO energy, Eh: 0.160
HOMO energy, Ha: -0.1740
Kohn-Sham gap, hartree: 0.33378
2S+1: 1

Cartesian coordinates (Å):
O 1.440 -0.734 0.301
C 0.721 -0.495 1.270
O -0.535 -0.383 1.281
H 1.201 -0.457 2.300
H -0.972 -1.656 -0.686
H 0.438 -1.509 -0.871
O -0.296 -1.986 -1.215
H -0.913 1.832 -1.213
H -0.305 2.680 -0.200
O -0.778 2.708 -0.968



Record 8
The following is a DFT calculation (the ωB97M-V functional and the def2-TZVPD basis) of one molecule with the formula C3H5NS2 in a non-equilibrium geometry.

Computed properties:
Energy above the lowest of the compared OMol25 structures with the same formula, charge and spin, kcal per mole: 29.19
Net charge: 0
LUMO energy, Eh: 0.020
HOMO energy, Ha: -0.3113
Kohn-Sham gap, hartree: 0.33168
2S+1: 1

Cartesian coordinates (Å):
C 0.214 -0.057 0.833
C -0.941 0.331 -0.151
C 0.515 -1.135 -0.241
H 0.800 2.284 0.874
H -0.054 -0.445 1.766
H -0.930 1.396 -0.471
H -1.944 0.143 0.223
H -0.412 -0.681 -2.080
N -0.365 -0.627 -1.094
S 1.544 1.170 0.748
S 1.573 -2.379 -0.408



no.,energy (Ha),M (g/mol)
1,-1373.4779,334.2
2,-1416.8050,437.6
3,-695.7986,233.4
4,-10061.7297,1451.3
5,-469.0293,120.1
6,-229.6641,74.1
7,-342.1313,81.0
8,-968.3986,119.2